A | Molecular formula: C5H11NO2
Method: DFT, ωB97M-V/def2-TZVPD

Structure (XYZ):
```
19
Properties=species:S:1:pos:R:3:mulliken_charge:R:1
C -0.89167 1.61259 0.21444 -0.3015
C -0.99177 0.27115 0.09487 0.7483
C 2.42896 -1.25590 0.17227 -0.7336
C -0.76309 -0.49418 -1.17301 -1.4143
N 1.82920 -0.42731 1.20249 -0.6289
C -2.26148 0.08682 0.90430 -0.2569
O -0.69885 2.49138 -0.78712 -0.5025
O -3.29844 -0.16086 0.34645 -0.5156
H -0.71596 2.03559 -1.64146 0.3342
H 2.07010 0.54796 1.06186 0.2491
H -0.99312 2.11584 1.16730 0.3699
H 0.81615 -0.49656 1.18081 0.3745
H -2.18334 0.23505 1.99453 0.3948
H 3.51294 -1.21955 0.28379 0.3229
H 2.18248 -0.96077 -0.85802 0.1937
H 2.10676 -2.28617 0.32048 0.2978
H -1.69315 -0.58490 -1.73782 0.3932
H -0.02404 -0.00587 -1.80924 0.3763
H -0.43166 -1.50432 -0.93690 0.2985
```

Calculated values
Total charge ... 0
Gap between HOMO and LUMO ... 9.36 eV
SMILES string ... C/C(C=O)=C\O.CN
HOMO ... -0.326 Eh
E_LUMO ... 0.492 eV

---

B | Molecular formula: C5H11NO2
Method: DFT, ωB97M-V/def2-TZVPD

Structure (XYZ):
```
19
Properties=species:S:1:pos:R:3:mulliken_charge:R:1
O 0.86008 -3.59145 0.15797 -0.4632
C -0.07739 -3.17141 -0.46833 -0.1163
C 0.04447 -2.01429 -1.43909 -0.2629
C -0.63744 -0.77623 -0.77521 -1.2441
C 0.37512 0.16831 -0.19306 0.8384
C 0.94909 1.11144 -0.94430 -1.1229
N 0.66520 -0.00156 1.14895 -0.5129
H -1.11120 -3.53007 -0.29128 0.3691
H 1.10425 -1.94775 -1.68291 0.3034
H -0.49946 -2.23361 -2.36299 0.3016
H -1.20582 -0.27479 -1.51908 0.4102
H -1.38334 -1.15013 -0.07149 0.5084
H 1.54026 1.91778 -0.52143 0.2725
H 0.81577 1.23062 -2.01383 0.2695
H 1.45149 0.49526 1.52861 0.2206
H 0.60588 -0.94712 1.48982 0.2298
H -1.94593 4.83947 2.69414 0.3187
H -0.51445 5.10281 2.26262 0.3185
O -1.03657 4.77271 3.00091 -0.6383
```

Calculated values
Total charge ... 0
Gap between HOMO and LUMO ... 8.99 eV
SMILES string ... C=C(N)CCC=O.O
HOMO ... -0.300 Eh
E_LUMO ... 0.831 eV

---

Relative to the most stable one, in hartree, the structures come out at A 0.0372; B 0.0000.

---

A | Molecular formula: C2H2N2O2
Method: DFT, ωB97M-V/def2-TZVPD

Structure (XYZ):
```
8
Properties=species:S:1:pos:R:3:mulliken_charge:R:1
C 0.64142 -1.27869 0.02446 -0.4692
C -0.33445 -1.64650 0.63369 -0.2505
N 0.26707 1.64228 -0.05356 0.4874
N -0.54551 1.13356 -0.71916 0.4676
O -1.66691 1.10160 -1.16200 -0.4922
O 1.39503 1.52241 0.32841 -0.5034
H 1.54199 -0.69827 -0.13486 0.3910
H -1.29865 -1.77639 1.08302 0.3692
```

Calculated values
Total charge ... 0
Gap between HOMO and LUMO ... 9.07 eV
SMILES string ... O=NN=O.C#C
HOMO ... -0.373 Eh
E_LUMO ... -1.070 eV

---

B | Molecular formula: C2H2N2O2
Method: DFT, ωB97M-V/def2-TZVPD

Structure (XYZ):
```
8
Properties=species:S:1:pos:R:3:mulliken_charge:R:1
C 0.92050 0.99572 -0.51300 0.4111
C 0.37966 0.01489 0.34187 -0.6285
N 1.42806 1.77750 -1.17329 -0.3036
N -0.81861 -0.63033 -0.18727 0.8853
O -1.77309 -0.68951 0.60390 -0.5395
O -0.85122 -1.12058 -1.24968 -0.4873
H 0.95559 -0.80157 0.65143 0.3171
H -0.24089 0.45387 1.52603 0.3454
```

Calculated values
Total charge ... 0
Gap between HOMO and LUMO ... 11.12 eV
HOMO ... -0.420 Eh
E_LUMO ... -0.319 eV

---

Relative to the most stable one, in hartree, the structures come out at A 0.1150; B 0.0000.

---

A | Molecular formula: C2H2N2O2
Method: DFT, ωB97M-V/def2-TZVPD

Structure (XYZ):
```
8
Properties=species:S:1:pos:R:3:mulliken_charge:R:1
O 2.55562 0.31043 -0.05631 -0.4116
C 1.78358 -0.56189 -0.04497 0.8003
N -0.11734 1.03754 -0.00745 -0.5035
C -0.96540 0.18909 0.19838 0.6251
N -1.68675 -0.79054 0.35080 -0.5546
O 1.06549 -1.48178 -0.02974 -0.4276
H -0.28288 2.02797 -0.00329 0.2181
H -2.35232 -0.73083 -0.40742 0.2538
```

Calculated values
Total charge ... 0
Gap between HOMO and LUMO ... 11.09 eV
SMILES string ... N=C=N.O=C=O
HOMO ... -0.385 Eh
E_LUMO ... 0.600 eV

---

B | Molecular formula: C2H2N2O2
Method: DFT, ωB97M-V/def2-TZVPD

Structure (XYZ):
```
8
Properties=species:S:1:pos:R:3:mulliken_charge:R:1
C 0.59719 -0.10108 -0.13801 0.5586
C -0.13911 1.05192 -0.02292 -0.0675
H 2.42159 -0.70081 0.59006 0.3709
H 0.34369 1.98382 -0.26355 0.3412
N -1.36917 0.68408 0.04946 -0.2777
N -0.08523 -1.12322 -0.16627 -0.3596
O 1.95916 0.10333 0.05682 -0.5325
O -1.37578 -0.59258 0.12527 -0.0334
```

Calculated values
Total charge ... 0
Gap between HOMO and LUMO ... 11.34 eV
SMILES string ... Oc1cnon1
HOMO ... -0.402 Eh
E_LUMO ... 0.403 eV

---

Relative to the most stable one, in hartree, the structures come out at A 0.0000; B 0.1345.